No. 1
The molecule C2H2N2O4 at a distorted geometry, computed with ωB97M-V/def2-TZVPD.

Its energy above the lowest of the compared OMol25 structures with the same formula, charge and spin is 48.8 kcal per mole. The value obtained for the molar mass is 118.048 u. For the HOMO energy, the calculation gives -10.148 eV. For the electronic energy, the calculation gives -487.775930 Eh. The SMILES is O=c1nc(O)on1O. The calculation puts the LUMO energy at 0.0 eV. As for the orbital gap: 10.141 eV.

The geometry in ORCA input format:
```
! RIJCOSX wB97M-V def2-TZVPD def2/J DEFGRID3
* xyz 0 1
C 0.3085 -0.5229 -0.9995
C 0.0174 -0.5615 1.1151
H 0.4107 -0.2952 -2.9523
H 0.2170 1.7020 1.5550
N 0.6395 -1.2296 0.0532
N -0.7634 0.4558 0.6013
O 0.4509 -0.8843 -2.1969
O -0.0571 -0.8741 2.2865
O -0.7226 1.5724 1.2908
O -0.5008 0.6374 -0.7533
*
```

=====

No. 2
The molecule C4H8N2 at a distorted geometry, computed with ωB97M-V/def2-TZVPD.

Its energy above the lowest of the compared OMol25 structures with the same formula, charge and spin is 86.8 kcal per mole. The value obtained for the molar mass is 84.122 u. For the HOMO energy, the calculation gives -8.725 eV. For the electronic energy, the calculation gives -266.583667 Eh. The SMILES is [H]/N=C/NCC=C. The calculation puts the LUMO energy at 0.8 eV. As for the orbital gap: 9.574 eV.

The geometry in ORCA input format:
```
! RIJCOSX wB97M-V def2-TZVPD def2/J DEFGRID3
* xyz 0 1
C 2.1648 -0.9575 -0.1011
C 1.6158 0.2022 -0.4973
C 0.4869 0.8143 0.4101
C -1.8792 -0.1859 0.0516
H 3.1397 -1.3358 -0.5779
H 1.8585 -1.3729 0.9535
H 1.4738 0.8938 -1.3191
H 0.4791 0.4936 1.4447
H 0.6329 1.9656 0.4210
H -1.0333 1.5613 -0.9907
H -1.7131 -0.9672 0.6986
H -3.1182 -1.4517 -0.0578
N -1.0358 0.8634 -0.1345
N -3.0719 -0.5232 -0.3010
*
```

=====

No. 3
A cluster of 5 separate species, C35H69N3O7 in total at a distorted geometry, computed with ωB97M-V/def2-TZVPD.

The value obtained for the molar mass is 643.951 u. For the HOMO energy, the calculation gives -8.209 eV. For the electronic energy, the calculation gives -2065.721757 Eh. The SMILES is CC1(C)CCCC(C)(C)N1O.CC1(C)CCCC(C)(C)N1O.CC1(C)CCCC(C)(C)N1O.O=C1CCCO1.O=C1CCCO1. The calculation puts the LUMO energy at 0.6 eV. As for the orbital gap: 8.791 eV.

The geometry in ORCA input format:
```
! RIJCOSX wB97M-V def2-TZVPD def2/J DEFGRID3
* xyz 0 1
C 2.5963 1.3854 -2.2348
C 2.5676 2.5802 -3.1733
C 3.5472 2.4668 -4.3656
C 3.1106 1.4460 -5.3791
C 1.7898 1.9337 -6.0151
C 0.7370 2.2305 -4.9738
N 1.2604 2.8709 -3.7453
O 0.2881 3.1006 -2.7380
C -0.2958 3.2047 -5.5554
C -0.0145 0.9095 -4.6030
C 3.0410 3.8063 -2.3958
H 1.7265 1.2035 -1.6009
H 3.4768 1.3115 -1.5986
H 2.5196 0.4545 -2.8187
H 3.6678 3.4390 -4.8440
H 4.5203 2.1682 -3.9611
H 2.9655 0.4827 -4.8871
H 3.8906 1.3712 -6.1387
H 1.4835 1.1400 -6.7004
H 1.9696 2.7939 -6.6660
H -0.5943 2.8224 -6.5321
H -1.1435 3.3918 -4.8992
H 0.1904 4.1757 -5.6859
H 0.6932 0.2044 -4.1643
H -0.7615 1.1398 -3.8419
H -0.5498 0.4765 -5.4473
H 3.2609 4.6886 -3.0005
H 3.9429 3.6520 -1.7985
H 2.2976 4.1053 -1.6500
H 0.3344 4.0626 -2.6896
C 0.1965 5.4153 2.5605
C 0.7719 4.0486 3.0541
C 0.4078 2.9358 2.0496
C 1.1532 2.9903 0.7198
C 2.6510 2.9330 1.0135
C 3.0399 4.1462 1.8690
N 2.2466 4.0571 3.1220
O 2.7352 4.9741 4.0849
C 4.5228 3.9517 2.2552
C 2.9361 5.4403 1.0883
C 0.2050 3.7038 4.4146
H -0.0535 5.2736 1.5074
H 0.8799 6.2436 2.7157
H -0.7581 5.6159 3.0507
H 0.6374 1.9418 2.4325
H -0.6703 3.0012 1.8857
H 0.9425 3.8608 0.0911
H 0.8199 2.1526 0.1017
H 3.2381 2.7833 0.1089
H 2.8773 2.0336 1.5968
H 4.7021 3.1596 2.9871
H 5.0497 3.6035 1.3644
H 4.9473 4.8664 2.6661
H 3.5323 5.3580 0.1727
H 1.9441 5.7393 0.7563
H 3.3654 6.2916 1.6225
H 0.7695 2.8832 4.8572
H -0.8613 3.4989 4.2943
H 0.2211 4.5362 5.1225
H 3.2894 4.4229 4.6465
C -1.8702 -4.2603 -1.1632
C -1.1557 -5.4096 -0.4463
C -0.6216 -4.9507 0.9132
C -1.6816 -4.8564 2.0032
C -2.2672 -6.2210 2.1813
C -2.9663 -6.6444 0.8489
N -1.9308 -6.6545 -0.1684
O -2.4108 -7.1829 -1.3867
C -3.3895 -8.1085 1.0827
C -4.2069 -5.8082 0.5443
C 0.0352 -5.8257 -1.3043
H -2.5281 -4.6822 -1.9319
H -1.2114 -3.5494 -1.6579
H -2.5570 -3.6826 -0.5418
H 0.2625 -5.5380 1.1851
H -0.1483 -3.9620 0.8356
H -2.3778 -4.0318 1.8298
H -1.1321 -4.4786 2.8777
H -2.9041 -6.3402 3.0607
H -1.4387 -6.9155 2.3484
H -4.1046 -8.2073 1.9042
H -4.0844 -8.4021 0.2818
H -2.5551 -8.8032 1.0726
H -3.9050 -4.7651 0.4584
H -4.5709 -6.1026 -0.4426
H -5.0006 -5.9173 1.2797
H -0.2267 -5.9856 -2.3526
H 0.5370 -6.6842 -0.8609
H 0.7218 -4.9772 -1.3900
H -1.8790 -7.9688 -1.5459
O -1.2680 0.0305 2.3024
C -1.5818 -0.6747 3.2276
O -1.4082 -0.3043 4.4977
C -2.0033 -1.2513 5.3982
C -2.3045 -2.5134 4.5477
C -2.3082 -1.9684 3.1324
H -2.9594 -0.8447 5.7443
H -1.4699 -1.4153 6.3312
H -3.2595 -2.9569 4.8358
H -1.5934 -3.3135 4.7541
H -3.2930 -1.7323 2.7217
H -1.9065 -2.7313 2.4673
O -2.8108 -1.4012 1.2563
C -2.3253 -0.6498 0.4645
O -1.3620 -0.9727 -0.4203
C -0.7510 0.1996 -0.9628
C -1.8027 1.2777 -0.8558
C -2.5875 0.8540 0.3649
H -0.3956 -0.0359 -1.9688
H 0.2240 0.3567 -0.4877
H -2.3628 1.3900 -1.7878
H -1.3685 2.2768 -0.7758
H -3.6430 1.1110 0.3325
H -2.1479 1.3050 1.2578
*
```

=====

No. 4
A cluster of 11 separate species, C46H67O20S in total, computed with ωB97M-V/def2-TZVPD.

The value obtained for the molar mass is 972.089 u. For the HOMO energy, the calculation gives -11.314 eV. For the electronic energy, the calculation gives -3695.881482 Eh. The calculation puts the LUMO energy at -3.0 eV. As for the orbital gap: 8.337 eV.

The geometry in ORCA input format:
```
! RIJCOSX wB97M-V def2-TZVPD def2/J DEFGRID3
* xyz 1 1
S -1.3426 6.1102 0.8780
C 0.0149 7.2582 1.2042
C 1.2805 6.9306 0.7632
C 2.2948 7.8364 1.0605
C 2.0235 9.0013 1.7634
C 0.7323 9.2924 2.1812
C -0.3026 8.4089 1.9067
H -0.9887 5.6131 -0.3264
H -2.3024 6.9855 0.5236
H 1.4922 6.0231 0.2066
H 3.2968 7.6026 0.7271
H 2.8292 9.6921 1.9716
H 0.4956 10.1858 2.7424
H -1.3047 8.6359 2.2483
O 0.2741 9.8201 5.3179
C 1.1706 9.0774 5.5985
O 2.4413 9.2830 5.1868
C 3.2797 8.1787 5.5804
C 2.5542 7.5242 6.7499
C 1.0918 7.7914 6.3976
H 3.3797 7.5054 4.7254
H 4.2600 8.5696 5.8396
H 2.8030 6.4719 6.8668
H 2.8097 8.0378 7.6770
H 0.6754 7.0148 5.7527
H 0.4502 7.9232 7.2639
O 2.9727 0.8855 1.4569
C 1.9476 1.4949 1.5680
O 1.9320 2.8218 1.8490
C 0.5863 3.2849 1.9882
C -0.2749 2.2665 1.2515
C 0.5264 0.9856 1.4477
H 0.3587 3.3312 3.0562
H 0.5282 4.2804 1.5516
H -1.2970 2.2093 1.6223
H -0.3029 2.5169 0.1888
H 0.2548 0.4725 2.3681
H 0.4404 0.2932 0.6159
O -1.9440 -0.6343 2.3479
C -1.9466 -1.8272 2.4999
O -2.8793 -2.4579 3.2288
C -2.5816 -3.8698 3.3213
C -1.6856 -4.1588 2.1238
C -0.9485 -2.8317 1.9556
H -2.0763 -4.0481 4.2719
H -3.5141 -4.4251 3.3137
H -1.0353 -5.0162 2.2799
H -2.2983 -4.3547 1.2430
H -0.0459 -2.7794 2.5680
H -0.6953 -2.5972 0.9249
O -4.8741 -6.5499 4.1079
C -5.8748 -5.8952 4.1903
O -5.8351 -4.5655 4.4437
C -7.1700 -4.0410 4.5768
C -8.0615 -5.0330 3.8401
C -7.3117 -6.3459 4.0570
H -7.4076 -3.9830 5.6404
H -7.1884 -3.0404 4.1518
H -9.0842 -5.0388 4.2098
H -8.0853 -4.7900 2.7763
H -7.6014 -6.8309 4.9906
H -7.4157 -7.0450 3.2316
O -8.8592 -7.5207 7.1362
C -7.9833 -8.2812 7.4328
O -6.7065 -8.0935 7.0285
C -5.8822 -9.2032 7.4291
C -6.6201 -9.8382 8.6027
C -8.0788 -9.5565 8.2453
H -5.7872 -9.8819 6.5795
H -4.8983 -8.8218 7.6884
H -6.3861 -10.8928 8.7294
H -6.3601 -9.3199 9.5264
H -8.5048 -10.3327 7.6075
H -8.7225 -9.4088 9.1076
O 1.7727 4.1502 -0.6312
C 2.6911 4.0699 -1.4098
O 3.0288 5.0677 -2.2348
C 4.1038 4.6398 -3.1140
C 4.7637 3.4842 -2.3724
C 3.5925 2.8800 -1.6098
H 3.6581 4.3379 -4.0629
H 4.7639 5.4851 -3.2870
H 5.2655 2.7807 -3.0329
H 5.5010 3.8735 -1.6675
H 3.0566 2.1339 -2.2007
H 3.8723 2.4486 -0.6512
O 3.5488 -1.2047 -2.8254
C 4.5948 -1.0805 -2.2577
O 5.4293 -0.0392 -2.4971
C 6.6501 -0.1953 -1.7467
C 6.2941 -1.1290 -0.5960
C 5.2109 -2.0015 -1.2254
H 7.4067 -0.6173 -2.4109
H 6.9765 0.7881 -1.4160
H 7.1520 -1.6807 -0.2187
H 5.8688 -0.5548 0.2283
H 5.6250 -2.8660 -1.7475
H 4.4547 -2.3349 -0.5205
O 3.8497 -4.0298 -7.4941
C 3.5928 -2.8617 -7.4102
O 3.2988 -2.1035 -8.4856
C 3.0993 -0.7344 -8.0932
C 2.7587 -0.7958 -6.6096
C 3.5490 -2.0180 -6.1522
H 4.0205 -0.1809 -8.2894
H 2.3011 -0.3220 -8.7062
H 3.0004 0.1212 -6.0733
H 1.6937 -0.9967 -6.4900
H 4.5713 -1.7780 -5.8560
H 3.0580 -2.5561 -5.3462
O -0.1056 -2.5105 -7.1035
C -0.1684 -3.7056 -7.0050
O -1.1276 -4.3142 -6.2731
C -0.8990 -5.7364 -6.2378
C -0.0383 -6.0340 -7.4592
C 0.7630 -4.7410 -7.5970
H -0.3864 -5.9740 -5.3032
H -1.8633 -6.2381 -6.2498
H 0.5722 -6.9264 -7.3418
H -0.6737 -6.1719 -8.3352
H 1.6743 -4.7574 -7.0013
H 1.0107 -4.4944 -8.6253
O 1.6622 4.3055 -6.3920
C 0.8726 3.4487 -6.1251
O 0.5581 3.1244 -4.8442
C -0.3289 1.9877 -4.8217
C -0.9932 1.9708 -6.1918
C 0.1057 2.5544 -7.0774
H 0.2673 1.0914 -4.6384
H -1.0327 2.1185 -4.0028
H -1.3261 0.9782 -6.4871
H -1.8590 2.6347 -6.1937
H 0.7857 1.7806 -7.4389
H -0.2760 3.1225 -7.9205
*
```

=====

Please write out number 2 again, unchanged.
The molecule C4H8N2 at a distorted geometry, computed with ωB97M-V/def2-TZVPD.

Its energy above the lowest of the compared OMol25 structures with the same formula, charge and spin is 86.8 kcal per mole. The value obtained for the molar mass is 84.122 u. For the HOMO energy, the calculation gives -8.725 eV. For the electronic energy, the calculation gives -266.583667 Eh. The SMILES is [H]/N=C/NCC=C. The calculation puts the LUMO energy at 0.8 eV. As for the orbital gap: 9.574 eV.

The geometry in ORCA input format:
```
! RIJCOSX wB97M-V def2-TZVPD def2/J DEFGRID3
* xyz 0 1
C 2.1648 -0.9575 -0.1011
C 1.6158 0.2022 -0.4973
C 0.4869 0.8143 0.4101
C -1.8792 -0.1859 0.0516
H 3.1397 -1.3358 -0.5779
H 1.8585 -1.3729 0.9535
H 1.4738 0.8938 -1.3191
H 0.4791 0.4936 1.4447
H 0.6329 1.9656 0.4210
H -1.0333 1.5613 -0.9907
H -1.7131 -0.9672 0.6986
H -3.1182 -1.4517 -0.0578
N -1.0358 0.8634 -0.1345
N -3.0719 -0.5232 -0.3010
*
```

=====

> Number 4 is which compound?

C46H67O20S